This record from the OMol25 dataset describes C42H43BN10O2SSn as an isolated structure at a distorted geometry. The level of theory is ωB97M-V/def2-TZVPD.

```
! wB97M-V def2-TZVPD RIJCOSX def2/J DEFGRID3
* xyz -2 1
Sn -0.69365 -0.32031 0.70333
C -3.05799 -2.27770 -2.79312
C -2.32522 -2.28293 -1.60016
N -2.50727 -1.15128 -0.93290
N -3.37849 -0.40083 -1.64993
C -3.71112 -1.06434 -2.77792
B -4.10347 0.90947 -1.20946
N -4.52552 0.84851 0.27556
C -5.79972 0.96263 0.70815
C -5.78669 1.04379 2.08389
C -4.42433 0.96201 2.41321
N -3.68597 0.83785 1.32221
N -3.36120 2.24556 -1.50402
C -3.60031 3.01902 -2.58792
C -2.96374 4.22556 -2.40968
C -2.34723 4.09057 -1.15156
N -2.59350 2.90099 -0.62182
H -3.11209 -3.04469 -3.54860
H -1.66894 -3.03765 -1.19090
H -4.40653 -0.63878 -3.48355
H -5.11701 0.94567 -1.86486
H -6.62194 0.98350 0.01160
H -6.63337 1.13813 2.74305
H -3.95344 1.00692 3.38395
H -4.20695 2.66012 -3.40463
H -2.94616 5.07013 -3.07937
H -1.75999 4.81339 -0.60181
C 6.01372 -0.95860 -2.67975
C 4.51466 -0.93597 -3.01531
C 4.31223 -1.35271 -4.48020
C 4.02250 0.50002 -2.84870
C 3.75520 -1.91776 -2.11790
C 4.23475 -3.22893 -1.99813
C 3.59599 -4.15627 -1.18063
C 2.46240 -3.77453 -0.49389
S 1.50396 -4.72269 0.61614
C 0.44612 -3.31145 0.85901
N 0.80434 -2.24055 0.12106
C 1.92206 -2.46952 -0.61688
C 2.59957 -1.55015 -1.44028
C -0.61239 -3.31043 1.79658
C -0.91566 -4.46310 2.56251
C -1.91302 -4.42429 3.51637
C -2.64941 -3.25668 3.69852
C -2.36458 -2.12989 2.92047
C -1.35144 -2.09945 1.97306
H 6.54249 -0.21089 -3.27904
H 6.46215 -1.93110 -2.88287
H 6.16808 -0.73033 -1.62332
H 4.85691 -0.68259 -5.15414
H 3.25057 -1.31047 -4.73504
H 4.66126 -2.37346 -4.64627
H 4.63495 1.17373 -3.45422
H 4.08409 0.81937 -1.80587
H 2.99087 0.60308 -3.17984
H 5.11887 -3.54176 -2.54092
H 3.98772 -5.16147 -1.07240
H 2.17249 -0.56220 -1.51688
H -0.35250 -5.37653 2.39907
H -2.11895 -5.30059 4.12300
H -3.43191 -3.22267 4.44996
H -2.96625 -1.24100 3.07612
C 2.84191 -1.15107 2.48923
O 2.29733 -0.03022 3.13503
C 1.24540 0.62701 2.40797
C 1.83148 1.59440 1.39589
H 3.77809 -1.39285 3.00036
H 3.07099 -0.95925 1.43549
H 2.17254 -2.01733 2.54672
H 2.63326 2.19952 1.84638
H 1.03662 2.24660 1.03034
H 2.24341 1.05013 0.53882
N 1.50949 4.12443 -3.13414
C 1.08590 3.47415 -4.26307
O 1.18260 4.00769 -5.35740
C 0.59838 2.08908 -4.09369
C 0.29317 1.34966 -5.23596
C -0.09032 0.03106 -5.10941
C -0.17584 -0.52068 -3.83694
N 0.07060 0.18027 -2.73541
C 0.44927 1.44102 -2.86366
H 1.63379 5.11512 -3.25720
H 1.10546 3.84515 -2.25282
H 0.38815 1.83586 -6.19831
H -0.31047 -0.57155 -5.98149
H -0.43378 -1.56125 -3.68451
H 0.66734 1.93507 -1.92014
N 0.42674 1.26941 3.30494
C 0.16206 1.30815 4.48085
C -0.30285 1.65383 5.72239
C -1.22821 0.84226 6.46128
C -1.62845 1.20633 7.72251
C -1.15767 2.37896 8.33313
C -0.26079 3.19279 7.62450
C 0.17287 2.84901 6.36918
H -1.59708 -0.06718 6.00326
H -2.33563 0.58353 8.26060
H -1.47975 2.65274 9.33025
H 0.08890 4.11520 8.07779
H 0.86509 3.47951 5.82509
*
```

Computed properties:
- orbital gap (spin up / spin down) (eV) = 4.644 / 3.779
- E_LUMO (spin up / spin down) (hartree) = 0.1469 / 0.1471
- HOMO level (spin up / spin down) (eV) = -0.6 / 0.2